Record 1
The following is a DFT calculation (wB97M-V/def2-TZVPD) of an isolated molecule of C2H4NPS.

Geometry (Å):
C -0.436 -0.699 -0.403
C -0.331 0.794 0.027
N -0.014 -1.579 0.578
P 2.095 -0.562 1.188
S 1.492 1.137 0.316
H -1.517 -0.814 -0.645
H 0.296 -0.769 -1.231
H -0.813 1.308 -0.870
H -0.772 1.184 1.039

2S+1   3
Orbital gap (alpha / beta)   0.253 / 0.281 hartree
HOMO energy (alpha / beta)   -7.555 / -8.783 eV

Atomic partial charges in e from the Mulliken method, atoms 1 to 8:
1. C -0.386
2. C -0.482
3. N -0.488
4. P 0.137
5. S -0.115
6. H 0.358
7. H 0.362
8. H 0.303

Record 2
The following is a DFT calculation (wB97M-V/def2-TZVPD) of an isolated molecule of C2H4NPS.

Geometry (Å):
C 0.153 -0.812 0.338
C 0.144 0.294 -0.815
N -0.719 -0.586 1.421
P -1.195 1.544 1.370
S -0.145 2.007 -0.316
H -0.082 -1.785 -0.028
H 1.226 -0.908 0.791
H 1.118 0.079 -1.148
H -0.500 0.165 -1.613

2S+1   3
Orbital gap (alpha / beta)   0.283 / 0.284 hartree
HOMO energy (alpha / beta)   -7.471 / -9.078 eV

Atomic partial charges in e from the Mulliken method, atoms 1 to 8:
1. C -0.254
2. C -0.625
3. N -0.457
4. P 0.128
5. S -0.115
6. H 0.343
7. H 0.232
8. H 0.343

Record 3
The following is a DFT calculation (wB97M-V/def2-TZVPD) of a structure of composition C2H4O12RbS3.

Geometry (Å):
Rb 1.537 -3.588 -1.822
S 7.169 -3.677 -2.165
O 6.337 -2.857 -3.071
O 7.898 -2.828 -1.228
O 6.396 -4.590 -1.315
O 8.119 -4.452 -2.929
S 2.518 0.737 2.466
O 2.231 -0.645 2.953
O 2.123 0.838 1.044
O 1.673 1.736 3.184
O 3.914 1.106 2.598
C -3.598 0.948 -0.064
C -3.740 2.519 0.104
O -5.139 2.744 0.465
S -6.113 1.509 -0.003
O -6.920 1.915 -1.158
O -6.819 1.063 1.193
O -4.877 0.448 -0.379
H -3.371 0.527 0.916
H -2.917 0.688 -0.875
H -3.390 3.037 -0.790
H -3.033 2.821 0.876

Total charge   -3
Orbital gap   0.066 hartree
HOMO energy   1.959 eV

Atomic partial charges in e from the Mulliken method, atoms 1 to 8:
1. Rb 0.791
2. S 1.130
3. O -0.764
4. O -0.731
5. O -0.750
6. O -0.747
7. S 1.107
8. O -0.762

Record 4
The following is a DFT calculation (wB97M-V/def2-TZVPD) of an isolated molecule of C2H4O2.

Geometry (Å):
O 0.837 1.612 0.257
C 1.008 0.446 -0.019
C -0.323 -0.572 -0.017
O -1.390 0.284 -0.164
H 1.538 -0.408 -0.368
H -0.287 -1.114 0.958
H -0.365 -1.370 -0.812
H -1.019 1.124 0.166

SMILES string   O=CCO
Orbital gap   0.370 hartree
HOMO energy   -9.531 eV

Population analysis type Mulliken, resulting atomic charges in e:
1. O -0.523
2. C 0.261
3. C -0.437
4. O -0.510
5. H 0.328
6. H 0.250
7. H 0.296
8. H 0.335

Record 5
The following is a DFT calculation (wB97M-V/def2-TZVPD) of the ion C2H4O2P with charge -1.

Geometry (Å):
C 1.612 0.486 0.037
C -1.590 -1.124 -0.099
O -1.104 1.553 0.427
O 2.413 -0.352 0.377
P -0.528 0.211 0.211
H 1.447 0.680 -1.172
H 1.433 1.443 0.635
H -2.612 -0.812 -0.082
H -1.070 -2.085 -0.334

Total charge   -1
Orbital gap   0.288 hartree
HOMO energy   -3.512 eV

Atomic partial charges in e from the Mulliken method, atoms 1 to 8:
1. C -0.115
2. C -0.816
3. O -0.689
4. O -0.619
5. P 0.372
6. H 0.135
7. H 0.181
8. H 0.300

Record 6
The following is a DFT calculation (wB97M-V/def2-TZVPD) of the ion C2H4O2P with charge +1.

Geometry (Å):
C -0.402 -0.745 -0.231
C -0.163 0.489 0.630
O 0.389 -0.530 -1.414
O 0.589 1.392 -0.111
P 1.104 0.788 -1.488
H 0.046 -1.461 0.388
H -1.378 -1.145 -0.468
H -0.914 0.924 1.240
H 0.729 0.289 1.454

Total charge   +1
Orbital gap   0.362 hartree
HOMO energy   -16.404 eV

Atomic partial charges in e from the Mulliken method, atoms 1 to 8:
1. C -0.165
2. C -0.404
3. O -0.147
4. O -0.216
5. P 0.682
6. H 0.254
7. H 0.356
8. H 0.383

Energy relative to the best compared isomer or geometry (same formula, charge and spin) per entry: 42.2 29.8 130.7 68.3 61.0 23.4 kcal/mol